12
Properties=species:S:1:pos:R:3:forces:R:3 method="wB97M-V/def2-TZVPD" fmax_ev_per_a=4.85 e_homo_ev=-8.624 energy_ev=-24820.07724 homo_lumo_gap_ev=9.4 de_lowest_kcal_mol=43.3
C 0.495151 -1.389501 0.265438 -3.47 1.94 -0.53
C -0.988936 -1.185794 -0.207594 0.86 -2.62 -0.98
C 0.351802 0.819513 0.680246 -1.90 1.78 4.09
N 1.019182 -0.428960 0.857170 1.52 0.56 0.15
P 1.371595 2.005863 -0.274530 -1.24 -0.20 -1.62
S -1.409271 0.484900 0.215598 0.37 0.38 -0.76
H 0.897598 -2.327776 0.124480 1.18 -1.93 0.08
H -1.135035 -1.673370 -1.279156 0.08 1.52 1.98
H -1.520691 -1.825068 0.514556 -0.18 -0.10 -0.55
H 0.193409 1.435783 1.817466 0.74 -1.87 -3.12
H 1.771653 0.992887 -1.239165 0.08 0.63 0.46
H 2.281503 1.712561 0.664386 1.95 -0.09 0.79

10
Properties=species:S:1:pos:R:3:forces:R:3 method="wB97M-V/def2-TZVPD" s2=0.754 charge=-1 multiplicity=2 fmax_ev_per_a=1.44 e_homo_ev="0.907 / -3.041" energy_ev=-5254.12876 homo_lumo_gap_ev="4.2 / 7.8" de_lowest_kcal_mol=1.2
O 0.565406 -1.535980 0.781428 -0.10 -0.88 0.09
C 0.641432 -0.283530 0.607125 -0.14 0.71 -0.96
C 0.197150 0.423319 -0.681644 0.21 -0.27 1.29
C -1.198488 1.048582 -0.559023 0.16 1.13 -0.88
H 1.104004 0.363876 1.372542 0.12 0.13 -0.08
H 0.165742 -0.214731 -1.572477 0.11 -0.50 0.25
H 0.947607 1.191462 -0.937507 -0.28 0.32 0.12
H -2.003265 0.343769 -0.362852 0.11 -0.30 -0.16
H -1.355051 1.586893 -1.519770 -0.53 -0.20 0.09
H -1.289912 1.831834 0.195980 0.34 -0.14 0.24

10
Properties=species:S:1:pos:R:3:forces:R:3 method="wB97M-V/def2-TZVPD" fmax_ev_per_a=4.18 e_homo_ev=-8.078 energy_ev=-5248.42447 homo_lumo_gap_ev=5.3 de_lowest_kcal_mol=167.6
O 1.381461 0.291993 1.328407 -0.11 -1.37 -0.04
C 0.799311 -0.763806 0.778125 0.41 2.90 2.99
C 0.043711 -0.584220 -0.373874 -3.69 -1.61 -0.35
C -0.471034 0.738012 -0.764372 -0.83 0.78 -3.88
H -0.560975 0.271876 1.744336 1.29 -1.50 -2.03
H -0.425805 -1.403113 -1.023783 1.12 0.63 1.47
H 0.988731 -1.699096 1.325816 0.30 -0.33 -0.95
H -1.629563 0.879700 -0.529527 2.77 0.13 -0.26
H -0.421371 0.795071 -1.959628 -0.37 -0.22 2.26
H 0.295537 1.473587 -0.525501 -0.88 0.60 0.80

10
Properties=species:S:1:pos:R:3:forces:R:3 method="wB97M-V/def2-TZVPD" fmax_ev_per_a=1.28 e_homo_ev=-8.714 energy_ev=-5254.40105 homo_lumo_gap_ev=9.8 de_lowest_kcal_mol=29.8
C 0.770843 -0.765387 -1.253902 -0.15 -0.10 -0.45
C -0.210149 0.250912 0.633566 -0.64 0.62 0.63
C -1.107229 0.998384 1.300474 0.57 -0.67 -0.92
H 1.198301 -0.139717 -2.042401 0.03 -0.21 0.02
H 1.548692 -1.006552 -0.531070 -0.01 0.06 0.14
H 0.388336 -1.702637 -1.678289 0.13 0.24 0.01
H 0.665207 -0.151838 1.131038 0.06 -0.07 0.03
H -0.974489 1.174989 2.359538 -0.03 0.03 -0.16
H -1.965266 1.396482 0.765475 0.08 0.00 0.25
O -0.314245 -0.054636 -0.684428 -0.04 0.09 0.44

11
Properties=species:S:1:pos:R:3:forces:R:3 method="wB97M-V/def2-TZVPD" fmax_ev_per_a=0.52 e_homo_ev=-10.295 energy_ev=-7302.86404 homo_lumo_gap_ev=11.2 de_lowest_kcal_mol=18.8
C 1.542315 0.021063 -0.285702 -0.06 0.00 0.00
C 0.177489 0.167194 0.356274 0.02 0.00 0.44
O 0.092773 0.608961 1.486323 0.13 -0.10 -0.35
C -1.131750 -0.236892 -0.323256 0.17 -0.05 -0.01
O -2.210154 0.261772 0.425848 0.10 -0.01 -0.16
H 2.154054 0.860175 0.062481 -0.11 -0.19 -0.10
H 1.550043 -0.014712 -1.380432 -0.19 -0.03 0.24
H 2.002551 -0.896575 0.101208 -0.10 0.11 -0.11
H -1.212607 -1.334187 -0.384305 0.36 0.05 0.02
H -1.121184 0.111197 -1.371410 -0.25 0.19 0.42
H -1.843531 0.452005 1.312971 -0.06 0.03 -0.39

11
Properties=species:S:1:pos:R:3:forces:R:3 method="wB97M-V/def2-TZVPD" fmax_ev_per_a=0.42 e_homo_ev="-8.795 / -8.795" energy_ev=-7298.49366 homo_lumo_gap_ev="8.4 / 8.4" de_lowest_kcal_mol=119.6
C -0.549701 -1.327825 -0.480814 -0.14 0.02 0.05
O 0.085048 -0.983472 0.609006 -0.01 -0.02 -0.14
C 0.559421 0.247751 0.806120 -0.03 0.16 0.10
C -0.222582 1.441202 0.511759 0.16 0.09 0.03
O 0.112485 2.558726 0.851836 -0.14 -0.37 -0.14
H -1.224697 -0.630062 -0.968208 0.17 -0.08 0.04
H 0.754712 -0.547391 -1.386383 -0.01 0.05 0.04
H -0.750920 -2.391703 -0.541200 0.05 0.13 0.01
H 1.126765 0.070957 -0.970988 -0.07 -0.04 0.03
H 1.280747 0.286045 1.615171 -0.08 0.00 -0.11
H -1.171279 1.275772 -0.046298 0.10 0.07 0.09

11
Properties=species:S:1:pos:R:3:forces:R:3 method="wB97M-V/def2-TZVPD" fmax_ev_per_a=2.29 e_homo_ev=-8.698 energy_ev=-7301.14374 homo_lumo_gap_ev=9.4 de_lowest_kcal_mol=58.4
C -1.092336 -1.591665 0.062693 -0.16 -0.53 -1.10
C 1.219421 1.475380 0.642467 0.18 0.18 -0.28
C -1.331831 -1.381465 -1.222281 -1.87 -1.08 0.75
O 0.625581 0.359406 0.008079 -0.04 0.50 -0.59
O -1.816663 -1.335840 -2.290166 1.15 0.47 0.44
H -1.688607 -1.124141 0.824924 -0.05 0.37 -0.14
H -0.334426 -2.286603 0.373810 0.31 0.10 -0.13
H 0.266437 0.610854 -0.869471 0.42 -0.11 0.89
H 0.559009 2.348568 0.650410 0.03 -0.05 0.07
H 2.159133 1.746008 0.151891 0.03 0.11 0.10
H 1.434281 1.179499 1.667644 -0.02 0.03 -0.01

11
Properties=species:S:1:pos:R:3:forces:R:3 method="wB97M-V/def2-TZVPD" fmax_ev_per_a=0.43 e_homo_ev=-10.232 energy_ev=-7302.88623 homo_lumo_gap_ev=11.1 de_lowest_kcal_mol=18.3
C -1.549292 -0.077161 -0.153315 -0.07 -0.04 -0.05
C -0.160793 0.200190 0.358112 0.06 0.18 0.34
O -0.004001 0.821003 1.392781 -0.15 -0.21 -0.34
C 1.097977 -0.267902 -0.362488 -0.02 -0.09 -0.13
O 2.192120 0.437765 0.135136 0.25 -0.02 0.16
H -2.052517 -0.743636 0.551688 0.05 0.00 -0.07
H -1.598257 -0.504408 -1.157526 0.16 0.02 0.15
H -2.097327 0.868206 -0.132743 0.05 -0.09 -0.04
H 1.035567 -0.130849 -1.448690 -0.16 0.10 0.15
H 1.229472 -1.352339 -0.196332 -0.27 0.08 0.01
H 1.907051 0.749127 1.013376 0.10 0.07 -0.16

11
Properties=species:S:1:pos:R:3:forces:R:3 method="wB97M-V/def2-TZVPD" fmax_ev_per_a=4.37 e_homo_ev=-10.448 energy_ev=-7302.43235 homo_lumo_gap_ev=11.4 de_lowest_kcal_mol=28.7
C -0.251604 1.069571 0.838454 1.66 0.75 0.98
C 0.254963 -0.387896 0.691650 -1.05 0.08 -0.96
C 0.150101 -0.779325 -1.598534 -2.20 -1.83 -3.30
H -0.737735 1.014774 1.839781 -0.31 0.59 -0.86
H 0.615346 1.886953 0.978926 -1.79 -1.99 -0.58
H -0.923489 1.368755 -0.025590 0.68 -0.44 1.33
H 0.916533 -0.779425 1.496039 -0.25 0.57 -0.83
H -0.654329 -1.046723 0.581539 1.10 0.58 0.42
H 0.664049 -0.568439 -2.654048 -0.96 -0.37 2.14
O 0.939739 -0.469078 -0.625232 0.49 0.44 1.84
O -0.973573 -1.309167 -1.522986 2.64 1.60 -0.19

11
Properties=species:S:1:pos:R:3:forces:R:3 method="wB97M-V/def2-TZVPD" fmax_ev_per_a=1.28 e_homo_ev=-9.288 energy_ev=-7298.27313 homo_lumo_gap_ev=9.9 de_lowest_kcal_mol=124.6
C -1.436684 1.165165 0.577888 0.00 0.36 -0.03
O -0.412921 0.305412 0.141320 0.01 -0.23 0.00
C 1.227714 -1.468151 -0.067018 0.28 -0.08 -0.13
C 1.316681 -0.452989 -0.923320 -0.27 -0.40 0.14
O 0.948904 0.784444 -0.457137 -1.23 0.02 0.35
H -2.199806 0.417975 0.864287 0.28 0.26 -0.10
H -1.196743 1.746735 1.474547 0.18 0.06 -0.20
H -1.875467 1.790190 -0.205641 0.24 0.06 0.00
H 1.116392 -2.494476 -0.384103 0.61 -0.06 -0.09
H 1.097900 -1.234955 0.984557 -0.10 -0.19 -0.18
H 1.414026 -0.559352 -2.005376 0.01 0.19 0.24

12
Properties=species:S:1:pos:R:3:forces:R:3 method="wB97M-V/def2-TZVPD" charge=-1 fmax_ev_per_a=3.05 e_homo_ev=-4.387 energy_ev=-16593.93289 homo_lumo_gap_ev=8.6 de_lowest_kcal_mol=7.8
C 0.069277 -2.069978 -0.583691 0.80 0.33 1.30
C -0.197686 -1.061495 0.243516 0.63 1.37 0.16
C -0.663286 1.663399 0.179187 0.18 1.47 -1.16
O 1.691457 0.719497 1.348606 -0.75 -0.52 0.83
O 1.579311 0.635966 -1.137262 -1.03 -0.46 -0.49
P 0.816680 0.507798 0.150900 0.59 1.16 0.24
H -0.336584 -3.008635 -0.231106 -0.09 -0.58 -0.95
H 0.953547 -1.944601 -1.255247 -1.09 -0.37 0.29
H -0.936701 -1.045254 1.080960 0.53 -0.55 -0.78
H -0.423163 2.850125 0.256613 -0.60 -2.99 0.04
H -1.038193 1.449521 -0.845697 0.09 0.59 0.24
H -1.514658 1.303656 0.793222 0.74 0.55 0.29

12
Properties=species:S:1:pos:R:3:forces:R:3 method="wB97M-V/def2-TZVPD" charge=-1 fmax_ev_per_a=2.72 e_homo_ev=-4.309 energy_ev=-16591.74520 homo_lumo_gap_ev=8.6 de_lowest_kcal_mol=58.2
C -1.130990 1.125656 0.857318 -0.05 0.80 2.19
C 0.310636 0.309360 -1.135849 0.90 -0.28 0.77
C -0.110082 0.477163 0.349055 -0.03 -2.04 -1.80
O 2.482592 0.914806 0.739376 -0.08 0.23 -0.28
O 2.065009 -1.548565 0.227804 -1.14 0.09 -0.35
P 1.572405 -0.137696 0.199822 1.06 1.17 0.53
H -1.228218 1.143624 2.000363 -0.13 0.29 -1.77
H -1.732680 1.799276 0.229315 -0.11 -0.48 0.37
H 0.132079 1.188792 -1.814489 0.43 -1.21 0.38
H 0.261019 -0.772153 -1.480860 -0.79 1.52 -0.05
H -1.101980 -1.974157 0.071557 -0.35 -0.46 -0.23
H -1.519786 -2.526103 -0.243413 0.29 0.37 0.25